Record 1
Computed, not measured: a single C2H8N4O2 molecule at a distorted geometry, with the ωB97M-V functional and the def2-TZVPD basis.

Positions of all 16 atoms, in Å:
H -0.85162 1.61080 1.26288
H 0.21011 -0.31896 2.26498
H -2.50097 0.92154 1.47869
H 0.67704 -0.19775 -2.84473
N 1.29374 -0.59868 0.54172
N -0.26068 -0.71630 -1.37687
H 2.06207 -0.28470 -1.24877
H -1.93714 1.28510 -0.12477
H -1.25090 -0.63010 -1.39007
O 0.30251 0.33437 -2.13790
H 3.08970 0.02893 0.06977
C -1.60180 0.94087 0.87050
N -1.06934 -0.43194 0.82798
O -0.67264 -0.76368 2.13982
N 2.38935 -0.63193 -0.33172
C 0.12058 -0.54759 -0.00152

Calculated values
- Kohn-Sham gap (eV) = 9.21
- energy above the lowest of the compared OMol25 structures with the same formula, charge and spin (eV) = 6.574
- DFT total energy (eV) = -12254.4822
- total charge = 0
- SMILES = CN(O)/C(=N/N)NO

These are the Mulliken partial charges, in e, on atoms 1 to 4: H 0.3123; H 0.3717; H 0.3033; H 0.3574

=====

Record 2
Computed, not measured: a molecular structure, C4H5O6Tl at a distorted geometry, with the ωB97M-V functional and the def2-TZVPD basis.

Positions of all 16 atoms, in Å:
Tl 2.24893 0.91327 -0.35757
H -1.10264 0.98578 -1.38545
C -0.37694 1.66899 0.77759
H -0.95067 -1.69517 -0.32225
H 0.65746 -0.40511 1.97424
C -0.25971 -0.68208 1.43893
O 1.21229 0.70370 -2.37324
O -1.07621 2.34630 -0.01629
O -0.99502 0.49351 1.12155
H 0.43149 -2.47524 0.50152
C 0.00790 -1.50423 0.18723
C 0.36673 -0.20715 -2.08452
O -0.96274 0.12808 -2.03362
O 0.88208 -0.84852 -0.69511
H -0.88818 -1.26118 2.13077
O 0.80524 1.83906 1.13623

Calculated values
- Kohn-Sham gap (spin up / spin down) (eV) = 6.07 / 7.69
- energy above the lowest of the compared OMol25 structures with the same formula, charge and spin (eV) = 0.189
- DFT total energy (eV) = -21207.7775
- total charge = -1
- 2S+1 = 2

These are the Mulliken partial charges, in e, on atoms 1 to 4: Tl 0.4884; H 0.4074; C 0.6874; H 0.2943

=====

Record 3
Computed, not measured: 2 unconnected molecules or ions with the total composition C9H20IN5O3 at a distorted geometry, with the ωB97M-V functional and the def2-TZVPD basis.

Positions of all 38 atoms, in Å:
N 2.58313 -2.10252 -1.38540
H -3.58355 0.75658 0.37728
I -2.47519 -1.98528 0.76053
O 3.83724 -0.05045 4.23358
H -0.02174 0.77404 1.60249
H -0.76362 -0.67570 -2.60113
H -4.47288 1.59227 -0.93765
H 1.61320 -0.48845 3.07494
H 1.67390 1.38712 1.46854
N 0.25402 2.75776 -0.31414
H 2.63861 -1.95559 -0.37200
H 1.91544 -0.29292 -2.30889
H 0.07123 3.44260 -1.04290
H -2.30132 -2.04076 -1.94307
H 0.35872 -1.81600 -0.23000
C 0.14908 1.47349 -0.64957
C 0.38465 -0.88615 -0.84465
H 0.43603 3.02450 0.65150
N -0.93252 1.08066 -1.50201
H 2.66466 -0.97270 1.67440
H -3.23712 0.50210 -2.48647
C 1.60674 -0.74111 1.98215
H 1.04391 -1.83215 -2.82346
C -4.21976 0.57032 -0.52116
C -0.94352 -0.39253 -1.51627
C 1.49023 -1.27809 -1.95562
H -1.03205 1.56041 -2.39404
O 2.76545 1.82879 4.33160
N 0.94571 0.36832 -0.27103
H 0.93083 -1.63576 1.86284
C -3.51199 -0.24028 -1.68615
H -4.30415 -0.89576 -2.15080
N 3.79124 1.14942 4.58221
C -2.30709 -1.16201 -1.23751
C 1.01121 0.50455 1.23817
O 4.75592 1.66851 5.16613
H 2.39467 -3.09550 -1.54668
H -5.20932 0.09826 -0.28574

Calculated values
- Kohn-Sham gap (eV) = 5.13
- DFT total energy (eV) = -31343.9993
- total charge = 0

These are the Mulliken partial charges, in e, on atoms 1 to 4: N -0.6059; H 0.3603; I 0.0959; O -0.6338

=====

Record 4
Computed, not measured: 2 unconnected molecules or ions with the total composition C21H29N2O at a distorted geometry, with the ωB97M-V functional and the def2-TZVPD basis.

Positions of all 53 atoms, in Å:
H -6.01505 0.10457 0.41373
C -4.29676 0.55044 -3.05033
C 4.08416 -0.80360 1.50410
H -3.81993 0.69595 -4.02153
C -3.59862 0.87942 -1.87731
C -1.13338 0.16807 -2.13324
H 6.96262 -0.91082 1.42699
C 6.82174 -0.58469 2.46689
H -7.19912 -0.64035 -1.66826
H 1.43758 -1.27228 -3.28722
H 0.72845 -2.00365 2.46976
H -0.61442 -1.46542 3.53435
H -0.01380 0.53206 -3.97218
H 2.31516 -1.79437 0.84046
C 0.42209 -1.39179 -1.36526
C -6.20947 -0.17502 -1.72969
H -2.29022 0.10555 1.10397
C 2.73884 -0.84671 1.16785
H -0.08248 -2.26242 -1.82083
H -2.02335 1.96613 -2.82107
H -1.87098 1.89968 -1.04576
H 0.93936 -0.60557 3.56721
C 4.64012 0.39969 2.00788
H -1.82320 1.16337 2.46164
H 0.51664 1.47463 -2.55972
C 2.53461 1.52521 1.64354
C 1.15556 -0.59981 -2.46277
C -1.73374 0.14754 2.05039
H -1.65920 -0.63989 -2.67796
H -2.17049 -0.55096 2.76465
H 4.32371 2.48464 2.40299
H 1.05856 -1.78097 -0.56377
H 0.09275 1.22235 0.45532
C -5.59964 0.03448 -2.98217
H -6.14029 -0.20856 -3.89693
H 7.74442 -0.15520 2.86227
H -3.79121 1.22396 0.24463
C -4.27193 0.81647 -0.64735
C 0.22067 -1.13415 2.91875
C 0.47893 0.34761 1.01914
H 6.49444 -1.43144 3.08632
C 1.92705 0.31138 1.25048
H 2.06115 -0.13617 -2.04712
H -1.29415 -0.87242 -0.31948
C 3.84937 1.57675 2.04372
N -0.32785 -0.24855 1.88594
H 4.71689 -1.69656 1.42507
C 0.15694 0.49245 -2.89334
N -0.58476 -0.40851 -0.88580
O 5.88421 0.51299 2.55149
H 1.93553 2.43681 1.66128
C -5.54165 0.23300 -0.56018
C -2.13588 1.31470 -1.94149

Calculated values
- Kohn-Sham gap (eV) = 8.14
- energy above the lowest of the compared OMol25 structures with the same formula, charge and spin (eV) = 2.047
- DFT total energy (eV) = -27267.8593
- total charge = +1

These are the Mulliken partial charges, in e, on atoms 1 to 4: H 0.3841; C -0.4087; C -0.8135; H 0.3882

=====

Q: The lowest total charge belongs to which entry?
A: C4H5O6Tl